1.
A cluster of 2 separate species, C4H12NO in total, computed with the ωB97M-V functional and the def2-TZVPD basis.

Structure (XYZ):
```
18
Properties=species:S:1:pos:R:3
C -0.269 -1.676 0.673
O -1.086 -0.622 0.445
C 0.943 -1.305 1.551
C 1.767 -0.201 0.900
H 0.145 -2.116 -0.270
H -0.782 -2.534 1.176
H 1.564 -2.187 1.763
H 0.544 -0.935 2.501
H 1.089 0.608 0.634
H 2.249 -0.560 -0.016
H 2.556 0.187 1.553
C -0.984 1.566 -2.058
N -1.415 1.950 -0.719
H -1.724 0.997 -2.637
H -0.103 0.934 -1.945
H -0.698 2.452 -2.636
H -2.341 2.361 -0.768
H -1.455 1.082 -0.147
```

Output
**Multiplicity**: 1
**Total charge**: -1
**Gap between HOMO and LUMO**: 6.987 eV
**E_LUMO**: 4.3 eV

Atomic partial charges in e from the Mulliken method, atoms 1 to 6: C -0.68; O -0.87; C -0.39; C -0.94; H 0.27; H 0.22

=====

2.
A cluster of 2 separate species, C4H12NO in total at a distorted geometry, computed with the ωB97M-V functional and the def2-TZVPD basis.

Structure (XYZ):
```
18
Properties=species:S:1:pos:R:3
C -1.615 -1.487 0.227
C -0.532 -0.782 1.084
C 0.367 0.138 0.130
C 2.497 1.420 0.455
N 1.392 1.018 0.885
H -2.486 -1.789 0.850
H -2.030 -0.863 -0.567
H -1.262 -2.443 -0.274
H -0.968 -0.125 1.850
H 0.160 -1.549 1.608
H 0.906 -0.420 -0.684
H -0.332 0.829 -0.329
H 2.776 1.179 -0.649
H 3.189 2.020 1.109
H 1.238 0.953 1.847
H -1.243 1.197 -3.070
H -0.997 -0.145 -2.274
O -1.059 0.848 -2.197
```

Output
**Multiplicity**: 2
**Total charge**: 0
**Gap between HOMO and LUMO (alpha / beta)**: 5.518 / 10.984 eV
**E_LUMO (alpha / beta)**: 0.7 / 0.7 eV

Atomic partial charges in e from the Mulliken method, atoms 1 to 6: C -1.05; C -0.27; C -0.63; C -0.61; N -0.12; H 0.32

=====

3.
A cluster of 2 separate species, C4H12NO in total at a distorted geometry, computed with the ωB97M-V functional and the def2-TZVPD basis.

Structure (XYZ):
```
18
Properties=species:S:1:pos:R:3
C -1.565 -1.076 1.933
C -0.555 -0.769 0.840
C -0.546 0.710 0.522
C 0.528 1.458 0.171
N 1.772 0.814 -0.436
H -1.146 -0.857 2.914
H -2.452 -0.459 1.793
H -1.949 -2.102 1.959
H 0.481 -0.986 1.167
H -0.655 -1.391 -0.054
H -1.562 1.103 0.399
H 0.787 2.509 0.217
H 1.568 0.693 -1.441
H 1.953 -0.105 -0.060
H 2.618 1.340 -0.236
H -0.265 0.201 -2.951
H 0.380 -0.860 -3.705
O 0.608 -0.222 -3.031
```

Output
**Multiplicity**: 2
**Total charge**: 0
**Gap between HOMO and LUMO (alpha / beta)**: 4.291 / 8.150 eV
**E_LUMO (alpha / beta)**: 0.6 / 0.4 eV

Atomic partial charges in e from the Mulliken method, atoms 1 to 6: C -1.19; C -0.13; C -0.49; C -0.75; N -0.44; H 0.28

=====

4.
A cluster of 2 separate species, C4H12NO in total, computed with the ωB97M-V functional and the def2-TZVPD basis.

Structure (XYZ):
```
18
Properties=species:S:1:pos:R:3
C -2.130 0.592 2.030
N -0.891 0.636 1.200
H -2.111 -0.301 2.648
H -2.182 1.485 2.646
H -2.984 0.549 1.369
H -0.874 -0.114 0.506
H -0.019 0.557 1.726
H -0.778 1.520 0.695
O 1.582 1.168 0.290
C 1.938 0.493 -0.646
C 1.026 -0.050 -1.702
C 0.770 -1.539 -1.456
H 3.006 0.217 -0.734
H 1.464 0.073 -2.688
H 0.092 0.521 -1.691
H 1.617 -2.161 -1.741
H -0.075 -1.893 -2.047
H 0.552 -1.753 -0.405
```

Output
**Multiplicity**: 1
**Total charge**: +1
**Gap between HOMO and LUMO**: 10.596 eV
**E_LUMO**: -3.5 eV

Atomic partial charges in e from the Mulliken method, atoms 1 to 6: C -0.84; N -0.34; H 0.35; H 0.35; H 0.35; H 0.26

=====

Short version: energy above the lowest of the compared OMol25 structures with the same formula, charge and spin = 5.6; 32.0; 56.5; 20.9 kcal per mole, in the order given.
Short version: total energy = -7879.877; -7877.130; -7876.067; -7873.384 eV, in the order given.